# 1
Below is an isolated molecule of C6H5NO3 in a non-equilibrium geometry, with properties calculated with wB97M-V/def2-TZVPD.

Each line ends with the Mulliken charge.
Element x y z (Å)
O1 0.267 1.045 -2.953  -0.59
N1 0.620 1.280 -1.833  0.93
O2 1.305 2.224 -1.494  -0.54
C1 0.055 0.400 -0.700  0.10
C2 -1.100 -0.245 -0.858  -0.55
C3 -1.592 -1.061 0.146  -0.38
C4 -0.864 -1.132 1.356  -0.53
C5 0.361 -0.484 1.461  -0.28
C6 0.863 0.349 0.391  0.70
O3 1.972 1.017 0.478  -0.46
H1 -1.539 -0.216 -1.820  0.45
H2 -2.544 -1.572 -0.119  0.31
H3 -1.228 -1.699 2.270  0.29
H4 0.944 -0.700 2.412  0.19
H5 2.480 0.792 1.262  0.35

- Kohn-Sham gap: 0.3466 Eh
- SMILES: O=[N+]([O-])c1ccccc1O
- Charge: 0
- HOMO: -9.23 eV
- Energy: -13931.967 eV
- E_LUMO: 0.007 Eh
- F_max: 4.4 eV/Å
- Energy relative to the best compared isomer or geometry (same formula, charge and spin): 93.38 kcal per mole

=====

# 2
Below is a cluster of 2 separate species, C6H5NO5P in total in a non-equilibrium geometry, with properties calculated with wB97M-V/def2-TZVPD.

Each line ends with the Mulliken charge.
Element x y z (Å)
C1 2.396 -0.503 -0.031  -0.30
C2 1.710 -0.126 1.119  -0.45
C3 1.913 -0.238 -1.346  -0.44
C4 0.473 0.530 1.019  -0.36
C5 0.760 0.529 -1.460  -0.41
C6 0.051 0.854 -0.255  0.33
N1 -2.318 -1.652 0.482  0.97
O1 -1.830 2.442 1.123  -0.65
O2 -2.410 -0.435 0.135  -0.60
O3 -1.235 -1.957 0.948  -0.61
O4 -2.284 2.202 -1.297  -0.67
O5 -3.154 -2.538 0.383  -0.68
P1 -1.511 1.779 -0.145  1.13
H1 3.203 -1.159 0.071  0.37
H2 1.990 -0.494 2.072  0.36
H3 2.298 -0.682 -2.202  0.44
H4 -0.305 0.748 1.846  0.27
H5 0.253 0.701 -2.463  0.29

- Kohn-Sham gap: 0.3115 Eh
- Charge: -1
- HOMO: -5.17 eV
- Energy: -27318.483 eV
- E_LUMO: 0.122 Eh
- F_max: 3.2 eV/Å
- Energy relative to the best compared isomer or geometry (same formula, charge and spin): 28.82 kcal per mole

=====

# 3
Below is an isolated molecule of C6H5NS in a non-equilibrium geometry, with properties calculated with wB97M-V/def2-TZVPD.

Each line ends with the Mulliken charge.
Element x y z (Å)
N1 2.695 0.542 -1.571  -0.42
C1 1.427 0.480 -1.265  -0.09
C2 0.428 0.651 -0.288  0.49
C3 0.174 1.692 0.487  -0.40
C4 -1.007 1.418 1.547  -0.43
C5 -1.378 -0.093 1.412  -0.53
C6 -0.526 -0.492 0.195  0.21
S1 -0.557 -1.936 -0.598  -0.26
H1 0.903 2.604 0.490  0.33
H2 -0.259 1.530 2.582  0.22
H3 -1.808 2.149 1.412  0.37
H4 -2.401 -0.481 1.150  0.29
H5 -1.095 -0.557 2.397  0.23

- Kohn-Sham gap: 0.2991 Eh
- SMILES: N#CC1=CCCC1=S
- Charge: 0
- HOMO: -8.92 eV
- Energy: -18624.386 eV
- E_LUMO: -0.029 Eh
- F_max: 12.7 eV/Å
- Energy relative to the best compared isomer or geometry (same formula, charge and spin): 61.36 kcal per mole

=====

# 4
Below is the ion C6H5O2 with charge -1 in a non-equilibrium geometry, with properties calculated with wB97M-V/def2-TZVPD.

Each line ends with the Mulliken charge.
Element x y z (Å)
C1 0.020 -0.568 0.638  0.15
C2 -1.116 -0.583 1.262  0.62
C3 -0.487 1.029 -1.085  0.11
C4 -0.125 -0.276 -0.912  0.17
C5 -0.598 2.324 -1.180  -0.82
C6 1.228 -1.349 1.066  -1.26
O1 -2.210 -0.301 1.592  -0.51
O2 0.031 -1.204 -1.840  -0.81
H1 -1.560 2.781 -1.467  0.18
H2 0.162 3.090 -1.385  0.23
H3 0.968 -2.259 1.632  0.34
H4 2.051 -0.814 1.485  0.27
H5 1.635 -1.869 0.195  0.33

- Kohn-Sham gap: 0.2366 Eh
- Charge: -1
- HOMO: -2.66 eV
- Energy: -10395.420 eV
- E_LUMO: 0.139 Eh
- F_max: 3.2 eV/Å
- Energy relative to the best compared isomer or geometry (same formula, charge and spin): 63.85 kcal per mole

=====

Which of these has the lowest E_LUMO? C6H5NS